# 1
This record from the OMol25 dataset describes a gas-phase ion, C7H11N2O3P (charge -2) at a distorted geometry. The level of theory is ωB97M-V/def2-TZVPD.

Properties
energy relative to the best compared isomer or geometry (same formula, charge and spin) = 0.0000 eV
LUMO (alpha / beta) = 0.2200 / 0.2200 Eh
Kohn-Sham gap (alpha / beta) = 5.8 / 5.8 eV
E_HOMO (alpha / beta) = 0.2 / 0.2 eV

The geometry in ORCA input format:
```
! wB97M-V def2-TZVPD RIJCOSX def2/J DEFGRID3
* xyz -2 1
C 0.5400 -1.0611 0.2850
C 0.8428 0.2193 0.6734
C 4.3317 -0.3486 0.5172
C -1.4305 -2.4486 0.6006
C -0.4875 2.0543 -0.6130
C -0.9214 -1.2802 -0.1752
C -0.0486 1.4172 0.7220
N 2.2018 0.6518 1.0067
N 3.2157 0.0780 0.5928
O 6.4839 -1.6080 -0.4603
O 5.8505 0.7538 -1.4645
O 6.8089 0.5191 0.9501
P 6.0296 -0.2569 -0.0364
H -0.7267 -3.2653 0.6556
H -2.2898 -2.7507 0.0847
H -1.6331 -2.1005 1.6692
H 0.3501 2.6118 -0.9808
H -1.3674 2.7132 -0.4243
H -0.7901 1.3476 -1.2713
H -1.6452 -0.4093 0.0838
H -1.1090 -1.4983 -1.2693
H -0.8903 1.0993 1.4295
H 0.5908 2.0943 1.2590
H 5.3343 0.1148 -1.9381
*
```

# 2
This record from the OMol25 dataset describes a molecular structure, C36H42FeN6STe at a distorted geometry. The level of theory is ωB97M-V/def2-TZVPD.

Properties
expectation value of S² = 6.015
LUMO (alpha / beta) = -0.2136 / -0.2172 Eh
Kohn-Sham gap (alpha / beta) = 7.3 / 7.5 eV
E_HOMO (alpha / beta) = -13.1 / -13.4 eV

The geometry in ORCA input format:
```
! wB97M-V def2-TZVPD RIJCOSX def2/J DEFGRID3
* xyz 2 5
Fe -0.2863 -0.1383 -0.0287
C 3.6644 -1.4077 1.7548
C 2.4401 -1.1236 0.8877
N 1.2696 -0.8871 1.2974
N 1.0067 -1.1687 2.6380
C -0.1526 -0.7977 3.2174
N -0.3625 -1.1687 4.4362
S -1.3834 -0.0852 2.3421
C 2.5973 -0.9084 -0.5891
C 3.7439 -1.2074 -1.2795
C 3.9021 -0.8787 -2.6205
C 2.9055 -0.2725 -3.2687
C 1.6899 -0.0453 -2.5653
N 1.5599 -0.2742 -1.2555
H 4.1159 -0.4569 2.0605
H 4.4164 -1.9718 1.2515
H 3.4373 -1.9291 2.6963
H 1.5531 -1.9396 2.9915
H 0.2851 -1.7137 4.9565
H -1.3014 -1.2354 4.8432
H 4.5209 -1.7404 -0.7404
H 4.7574 -1.2587 -3.0616
H 3.0154 -0.0081 -4.3037
H 0.8316 0.4053 -3.1438
C -4.1603 -0.4726 0.8097
C -4.1439 -0.4642 -0.6775
C -5.2873 -0.9524 -1.2990
C -5.3927 -0.8046 -2.6584
C -4.3716 -0.2848 -3.3964
C -3.1540 0.0412 -2.8623
C -2.0391 0.5623 -3.7466
C -3.1225 0.0663 -1.4728
N -2.0055 0.7965 -0.7858
C -2.1415 2.1103 -0.6939
C -3.3864 2.8341 -1.1368
C -0.9295 2.8520 -0.0894
C -1.1116 4.2787 0.2209
N 0.1658 2.1752 -0.0349
C 1.3409 2.9152 0.0902
C 2.0027 3.4035 -1.0709
C 1.4190 3.3765 -2.4290
C 3.2070 4.0045 -0.9431
C 3.7415 4.2763 0.3159
C 3.1339 3.8835 1.4542
C 2.0116 3.0742 1.3020
C 1.3830 2.4120 2.5345
H -3.5584 -1.2535 1.2326
H -5.1293 -0.6631 1.2869
H -3.7342 0.4152 1.1792
H -6.0570 -1.4003 -0.7187
H -6.2890 -1.1388 -3.1681
H -4.5631 -0.1079 -4.4218
H -2.4488 1.4130 -4.3281
H -1.6597 -0.2119 -4.5138
H -1.1932 0.9437 -3.1738
H -3.4047 2.6980 -2.2530
H -3.4290 3.8500 -0.9664
H -4.2773 2.2893 -0.7690
H -1.3555 4.7971 -0.6893
H -0.3194 4.8153 0.6898
H -2.0436 4.3942 0.7206
H 1.0469 4.2778 -2.8213
H 0.5312 2.6740 -2.3720
H 2.0559 2.9332 -3.1356
H 3.7410 4.3349 -1.8462
H 4.6529 4.8870 0.3583
H 3.5910 4.2371 2.4117
H 0.4537 2.9937 2.7036
H 1.9746 2.4903 3.4876
H 1.1752 1.3516 2.4276
C -1.7472 -3.5603 0.7088
Te -1.0558 -2.6934 -1.1073
C 0.7342 -3.7520 -0.7573
C 0.6878 -4.0228 0.7123
C 1.8887 -4.2804 1.4152
C 1.9537 -4.5876 2.7939
C 0.7432 -4.4555 3.5179
C -0.4384 -4.1219 2.8650
C -0.4737 -3.9326 1.4833
H -2.3231 -4.4477 0.3519
H -2.3728 -2.9259 1.2585
H 1.6530 -3.2597 -1.1422
H 0.7130 -4.6381 -1.3218
H 2.7559 -4.4675 0.7394
H 2.8780 -4.8741 3.2932
H 0.7034 -4.7610 4.5399
H -1.4455 -4.1109 3.3813
*
```

# 3
This record from the OMol25 dataset describes a single C4H6N2O molecule. The level of theory is ωB97M-V/def2-TZVPD.

Properties
energy relative to the best compared isomer or geometry (same formula, charge and spin) = 4.3044 eV
LUMO = 0.0334 Eh
Kohn-Sham gap = 8.7 eV
E_HOMO = -7.8 eV

The geometry in ORCA input format:
```
! wB97M-V def2-TZVPD RIJCOSX def2/J DEFGRID3
* xyz 0 1
N -1.7197 1.1761 0.1583
C -0.7160 1.6600 0.8421
C -0.2132 -1.4184 -0.3690
O -0.1480 -2.7338 -0.0642
N 0.9744 -0.9044 -0.0400
C 1.3404 0.4594 -0.1244
C 0.5884 1.5248 0.1926
H -1.6128 0.6257 -0.6962
H -2.6540 1.2144 0.5474
H -0.9967 -3.1201 -0.3069
H 1.6998 -1.5435 0.2842
H 2.3718 0.6043 -0.4349
H 1.0922 2.4841 0.0803
*
```

# 4
This record from the OMol25 dataset describes a molecular structure, C20H23N3O3S at a distorted geometry. The level of theory is ωB97M-V/def2-TZVPD.

Properties
energy relative to the best compared isomer or geometry (same formula, charge and spin) = 17.4227 eV
LUMO = -0.0031 Eh
Kohn-Sham gap = 8.6 eV
E_HOMO = -8.7 eV

The geometry in ORCA input format:
```
! wB97M-V def2-TZVPD RIJCOSX def2/J DEFGRID3
* xyz 0 1
C 2.2737 0.3304 4.7454
O 1.2861 -0.1375 3.7869
C 1.2879 0.3014 2.4080
C 2.5152 -0.1997 1.6441
H 3.6087 0.3943 1.9112
H 2.3256 0.0345 0.7485
C 2.6369 -1.7504 2.0387
N 1.5038 -2.4679 1.5448
C 1.1249 -3.0110 0.3947
O 1.7448 -2.9507 -0.5387
C -0.4226 -3.6922 0.3715
H -0.3641 -4.4113 -0.3637
H -0.5874 -3.6764 1.4018
C -1.3817 -2.4056 -0.0199
H -1.0342 -1.4415 0.5865
C -1.0935 -1.9520 -1.3068
N -1.3222 -0.3492 -1.5282
C -2.6074 -0.0884 -1.6808
O -3.5487 -0.9280 -2.0193
C -2.9441 1.2836 -1.8132
C -3.6012 1.8247 -2.9397
C -4.1465 2.9823 -2.7846
C -3.7392 3.8554 -1.8820
N -2.9951 3.4275 -0.7596
C -2.3792 2.1835 -1.1474
S -1.4939 1.8046 0.3681
C -0.0451 1.5702 -0.5885
C 1.0185 2.0833 -0.7335
C 2.1035 1.9106 -1.3228
C 1.9684 0.9404 -2.3281
C 0.8989 0.0442 -2.5310
C -0.0617 0.3885 -1.6368
H 0.7874 -0.7024 -3.1785
H 2.9120 0.8060 -2.9902
H 3.0434 2.5896 -1.3554
H 0.9976 2.8418 0.0089
H -3.8692 5.0479 -1.9414
H -4.9195 3.4680 -3.5201
H -4.0350 1.0865 -3.6693
H -1.7441 -2.6480 -2.0525
H -0.1735 -2.0620 -1.6031
H -2.4578 -2.7955 0.3340
H 0.7971 -2.3982 2.4737
H 3.0912 -1.9438 2.9202
H 3.4621 -2.2448 1.0342
H 0.3446 0.1547 2.0696
H 1.3922 1.5172 2.6149
H 2.1062 0.0822 5.7267
H 2.3163 1.3702 4.6369
H 3.4200 -0.0673 4.4658
*
```

# 5
This record from the OMol25 dataset describes 2 unconnected molecules or ions with the total composition C9H14N4 at a distorted geometry. The level of theory is ωB97M-V/def2-TZVPD.

Properties
energy relative to the best compared isomer or geometry (same formula, charge and spin) = 5.3027 eV
LUMO = 0.0292 Eh
Kohn-Sham gap = 8.2 eV
SMILES = C1=CCC2=CCCC2=C1.[H]/N=N\NN
E_HOMO = -7.4 eV

The geometry in ORCA input format:
```
! wB97M-V def2-TZVPD RIJCOSX def2/J DEFGRID3
* xyz 0 1
C 1.4549 1.2506 -1.3967
C 1.8752 0.0058 -1.6684
C 1.5859 -1.2041 -0.7307
C 1.1998 -0.6438 0.6165
C 1.1589 -1.2835 1.7661
C 0.5417 -0.4371 2.8841
C 0.0885 0.8053 2.1686
C 0.5725 0.6484 0.7867
C 0.6366 1.5980 -0.1784
H 1.4927 2.0625 -2.1074
H 2.5601 -0.1925 -2.5009
H 1.0059 -1.8931 -1.2390
H 2.4977 -1.8563 -0.5408
H 1.6571 -2.2063 2.1194
H 1.4497 -0.3223 3.4645
H -0.2472 -1.0386 3.3118
H 0.5179 1.7392 2.6090
H -1.0362 0.9865 2.1911
H 0.5320 2.6380 -0.3035
H -2.7830 -2.3783 -1.7163
N -2.0391 -2.0071 -0.9799
N -1.9459 -0.7985 -0.9356
N -2.7193 0.0604 -1.5498
N -2.5299 1.4601 -1.4375
H -3.6443 -0.1713 -2.0196
H -2.0903 1.5884 -0.5029
H -1.7919 1.5896 -2.1104
*
```

# 6
This record from the OMol25 dataset describes a molecular structure, C9H4Cl2IrN2O3V at a distorted geometry. The level of theory is ωB97M-V/def2-TZVPD.

Properties
energy relative to the best compared isomer or geometry (same formula, charge and spin) = 2.1367 eV
expectation value of S² = 12.075
LUMO (alpha / beta) = -0.6652 / -0.7759 Eh
Kohn-Sham gap (alpha / beta) = 7.0 / 4.1 eV
E_HOMO (alpha / beta) = -25.1 / -25.2 eV

The geometry in ORCA input format:
```
! wB97M-V def2-TZVPD RIJCOSX def2/J DEFGRID3
* xyz 4 7
Ir -0.2601 -0.2154 -3.4915
V -0.0478 0.0746 -1.3334
Cl -1.7545 1.2596 -1.9646
Cl 1.8330 -1.0152 -1.8499
C -0.9753 -1.5361 -1.1773
C -0.5015 1.2157 -4.6504
C 0.5550 -1.6770 -4.2941
O -1.5623 -2.5227 -0.9201
O -0.6366 2.1092 -5.3888
O 1.1147 -2.5699 -4.7985
N 1.2270 -2.3337 4.4895
C 0.8927 -1.4579 3.7763
C 0.4747 -0.3725 2.9234
C 0.1010 0.8692 3.4709
C -0.3084 1.8794 2.6060
C -0.2994 1.6457 1.2301
N 0.0577 0.4404 0.7184
C 0.4452 -0.5603 1.5441
H 0.1186 1.0127 4.5517
H -0.6146 2.8579 2.9707
H -0.5964 2.4057 0.5110
H 0.7375 -1.5096 1.0763
*
```

# 7
This record from the OMol25 dataset describes a single C2H3NOS2 molecule at a distorted geometry. The level of theory is ωB97M-V/def2-TZVPD.

Properties
energy relative to the best compared isomer or geometry (same formula, charge and spin) = 2.6616 eV
LUMO = -0.0361 Eh
Kohn-Sham gap = 8.1 eV
SMILES = ON(C=S)C=S
E_HOMO = -9.1 eV

The geometry in ORCA input format:
```
! wB97M-V def2-TZVPD RIJCOSX def2/J DEFGRID3
* xyz 0 1
O -0.7017 -1.0026 -0.6002
N 0.1111 -0.0284 -0.0601
C 0.7091 -0.2483 1.1799
S 0.4616 -1.5462 2.1239
C 0.2009 1.1923 -0.6569
S -0.5463 1.5953 -2.0645
H -1.5140 -0.6999 -0.1836
H 1.3816 0.5914 1.4236
H 0.8635 1.8774 -0.1058
*
```

# 8
This record from the OMol25 dataset describes a molecular structure, C6H17B3NO5PPtS at a distorted geometry. The level of theory is ωB97M-V/def2-TZVPD.

Properties
energy relative to the best compared isomer or geometry (same formula, charge and spin) = 0.0000 eV
LUMO = -0.4619 Eh
Kohn-Sham gap = 1.8 eV
E_HOMO = -14.4 eV

The geometry in ORCA input format:
```
! wB97M-V def2-TZVPD RIJCOSX def2/J DEFGRID3
* xyz 2 1
C 4.4313 -2.3070 0.1614
N 3.4693 -1.3812 0.7009
C 3.0536 -0.2737 -0.1123
B 1.8263 0.4988 0.4708
O 0.8163 -0.1113 1.1742
B -0.4938 0.2653 0.9404
C -1.7264 -0.6658 1.1299
C -2.5299 -0.9118 -0.1873
C -2.6003 -2.4075 -0.5337
C -3.9470 -0.3262 -0.1515
O -0.6860 1.5858 0.4876
B 0.4055 2.3357 0.1940
P 0.1777 4.2466 -0.2762
O 1.1854 4.6246 -1.4408
O -1.2394 4.5453 -0.8908
S 0.4662 5.0959 1.4580
O 1.6848 1.8687 0.2361
H 5.3121 -1.7692 -0.1889
H 4.7156 -3.0350 0.9176
H 4.0073 -2.8477 -0.7025
H 2.6860 -1.8540 1.1400
H 2.8002 -0.6071 -1.1410
H 3.8915 0.4230 -0.2343
H -1.4315 -1.6012 1.6095
H -2.3927 -0.1455 1.8258
H -2.0061 -0.4425 -1.0272
H -3.4867 -2.6348 -1.1259
H -2.6643 -3.0110 0.4704
H -1.6488 -2.6412 -1.1463
H -4.6707 -1.0455 0.2359
H -3.9859 0.5670 0.4700
H -4.2735 -0.0445 -1.1519
H 2.1149 4.4128 -1.2433
H -1.4965 4.0021 -1.6569
Pt -1.7647 -4.4078 -0.4117
*
```

Question: Number 3 is which compound?
Answer: C4H6N2O